No. 1
The following is a quantum chemistry calculation of a 5-piece molecular cluster, C9H17Br8Cl3 overall in a non-equilibrium geometry, from the OMol25 dataset.

Last column: Löwdin charge in e.
Geometry (Å):
Br 5.3838 9.3722 -2.5338  0.52
C 6.3895 9.1616 -0.7538  -0.61
C 5.6787 8.0983 0.0683  -0.67
Br 6.5684 7.8833 1.8647  0.55
H 6.3972 10.0912 -0.1846  0.05
H 7.4088 8.8547 -0.9879  0.05
H 5.7976 7.1285 -0.4148  0.05
H 4.6069 8.2775 0.1527  0.05
Br 3.1288 -3.3888 -5.8743  0.56
C 3.4278 -4.1024 -4.0231  -0.66
C 3.3600 -5.6148 -4.1790  -0.68
Br 3.5758 -6.3764 -2.3538  0.58
H 2.6834 -3.7542 -3.3071  0.05
H 4.3281 -3.5477 -3.7587  0.05
H 4.2304 -5.9388 -4.7494  0.05
H 2.4203 -5.8835 -4.6616  0.05
Br -5.9683 3.1687 1.3868  0.59
C -6.2789 2.1816 -0.2800  -0.68
C -7.7215 2.3700 -0.8253  -0.67
Br -8.2907 1.0455 -2.1791  0.57
H -6.1654 1.1575 0.0756  0.03
H -5.5059 2.3862 -1.0207  0.06
H -7.7119 3.3189 -1.3617  0.05
H -8.5034 2.3919 -0.0663  0.05
Br -1.8944 -8.4233 3.7058  0.61
C -2.4261 -6.5532 3.4538  -0.73
C -3.8752 -6.3943 3.8114  -0.78
Br -4.3751 -4.6118 3.4640  0.68
H -2.3269 -6.3259 2.3924  0.05
H -1.7703 -5.9015 4.0311  0.06
H -3.7784 -6.5860 4.8801  0.06
H -4.5686 -7.0491 3.2836  0.06
C 1.0689 0.8027 2.2339  -1.51
Cl 0.2231 0.2260 0.8072  0.52
Cl 2.5808 1.5634 1.7223  0.51
Cl 1.3244 -0.6127 3.3681  0.46
H 0.5784 1.5848 2.8134  0.02

Cartesian forces (eV/Å) of the 2 atoms listed first:
Br 0.852 -0.077 1.529
C -0.494 -0.241 0.050

Values from the calculation:
Total charge: 0
SMILES: ClC(Cl)Cl.BrCCBr.BrCCBr.BrCCBr.BrCCBr
Orbital gap, eV: 10.7
LUMO energy, eV: 0.243
E_HOMO, eV: -10.4085

***

No. 2
The following is a quantum chemistry calculation of a 5-piece molecular cluster, C9H17Cl11 overall in a non-equilibrium geometry, from the OMol25 dataset.

Last column: Löwdin charge in e.
Geometry (Å):
Cl 3.7035 -0.8780 0.2146  0.55
C 3.2352 0.6661 1.0046  -0.72
C 3.5433 0.6610 2.4554  -0.62
Cl 2.6237 2.0354 3.2218  0.53
H 2.1555 0.7843 0.9137  0.00
H 3.6872 1.4868 0.4476  0.06
H 4.6133 0.7100 2.6572  0.08
H 3.1001 -0.2542 2.8481  0.06
Cl -4.7228 -2.0480 0.2072  0.59
C -4.9043 -3.4749 1.2302  -0.67
C -3.7308 -3.7097 2.1932  -0.57
Cl -2.1490 -3.7935 1.2901  0.52
H -5.0332 -4.3400 0.5798  0.07
H -5.9117 -3.4222 1.6430  0.07
H -3.9080 -4.7378 2.5090  0.07
H -3.6539 -2.9465 2.9676  0.08
Cl 1.2337 0.8847 -4.6885  0.57
C 2.6366 1.8113 -4.2696  -0.68
C 3.0385 1.5798 -2.7696  -0.62
Cl 1.6849 2.0694 -1.7386  0.57
H 2.3467 2.8387 -4.4898  0.06
H 3.4236 1.4890 -4.9514  0.07
H 3.8603 2.1528 -2.3402  0.06
H 3.2471 0.5309 -2.5588  0.05
Cl -2.0882 0.7337 -0.8901  0.56
C -1.5491 -0.9523 -0.9881  -0.69
C -0.1302 -1.1356 -0.5082  -0.59
Cl -0.1037 -0.9497 1.3171  0.50
H -1.7368 -1.3548 -1.9835  0.08
H -2.2439 -1.5004 -0.3517  -0.05
H 0.6025 -0.4238 -0.8886  0.02
H 0.1533 -2.1620 -0.7410  0.08
C -1.3539 3.4760 1.1846  -1.62
Cl -1.0946 2.5377 2.6171  0.52
Cl -0.7058 5.0621 1.4543  0.54
Cl -3.0735 3.6344 0.7843  0.51
H -0.7957 2.9392 0.4175  -0.02

Cartesian forces (eV/Å) of the 2 atoms listed first:
Cl 0.016 0.229 0.123
C -0.702 0.574 -0.919

Values from the calculation:
Total charge: 0
SMILES: ClC(Cl)Cl.ClCCCl.ClCCCl.ClCCCl.ClCCCl
Orbital gap, eV: 10.9
LUMO energy, eV: 0.553
E_HOMO, eV: -10.3842

***

No. 3
The following is a quantum chemistry calculation of a 4-piece molecular cluster, C9H17IN3O6PS overall, from the OMol25 dataset.

Last column: Löwdin charge in e.
Geometry (Å):
C -1.7804 -3.1656 -1.6469  -0.16
C -0.4037 -2.5423 -1.3550  -0.76
I 0.5769 -3.7033 0.1507  0.87
C 0.5068 -2.4687 -2.5855  -0.29
O 0.7226 -1.1250 -3.1086  -0.35
S -0.5903 -0.3695 -3.6615  0.95
O -0.1806 0.3495 -4.8285  -0.35
O -0.7421 0.7833 -2.4393  -0.39
P 0.4540 1.3762 -1.5538  0.26
O 0.8620 0.5248 -0.4334  -0.26
O -0.2119 2.7588 -1.1832  -0.10
O 1.6163 1.7715 -2.5445  -0.10
H -2.0075 -3.0791 -2.7114  0.07
H -1.8194 -4.2190 -1.3837  0.05
H -2.5579 -2.6385 -1.0973  0.08
H -0.5391 -1.5507 -0.9425  0.05
H 0.1282 -3.1023 -3.3904  0.12
H 1.5115 -2.8057 -2.3541  0.08
H 0.4770 3.4016 -0.9410  0.07
H 2.4251 1.3063 -2.2804  0.09
C -2.2521 5.0444 0.9151  -0.06
C -0.8264 5.3334 0.8997  -0.29
N 0.3039 5.5259 0.8674  0.13
H -2.4056 3.9801 0.7464  0.08
H -2.6777 5.3238 1.8769  0.08
H -2.7503 5.6052 0.1268  0.09
C -0.6801 -4.5438 4.1439  -0.08
C -1.9477 -4.6661 3.4405  -0.30
N -2.9471 -4.7599 2.8869  0.13
H -0.0109 -5.3478 3.8434  0.08
H -0.2166 -3.5884 3.9042  0.07
H -0.8467 -4.6022 5.2179  0.08
C 3.1121 2.4797 2.3929  -0.06
C 3.1936 2.6274 0.9502  -0.26
N 3.2373 2.7607 -0.1868  0.15
H 2.2811 1.8208 2.6392  0.09
H 4.0367 2.0511 2.7747  0.08
H 2.9490 3.4534 2.8509  0.08

Cartesian forces (eV/Å) of the 2 atoms listed first:
C 0.086 0.202 -0.109
C -0.454 -0.191 -0.415

Values from the calculation:
Total charge: 0
Orbital gap, eV: 9.9
LUMO energy, eV: 0.239
E_HOMO, eV: -9.6168

***

No. 4
The following is a quantum chemistry calculation of a 2-piece molecular cluster, C9H17N3O overall in a non-equilibrium geometry, from the OMol25 dataset.

Last column: Löwdin charge in e.
Geometry (Å):
C -1.3504 -1.1556 1.8723  -0.28
C -0.4675 -2.2595 2.5822  -0.08
C -3.6837 -1.1958 0.7612  -0.02
C -0.1130 -0.9844 -0.5529  -0.02
C -1.5868 -1.3032 -0.5583  -0.47
O -2.1455 -1.3820 -1.6167  0.07
N -2.1895 -1.2906 0.7411  -0.08
H -1.9377 -0.7517 2.7016  0.11
H -0.6279 -0.3495 1.8955  0.09
H 0.3737 -1.8359 3.3192  0.11
H 0.0093 -3.0341 1.9343  0.07
H -4.2392 -1.5438 1.5022  0.03
H 0.2569 -1.0055 -1.6381  0.11
H -1.0531 -2.4103 3.4748  0.04
H -4.0520 -0.2015 0.5906  0.08
H -4.0113 -1.5868 -0.2490  0.10
H 0.2712 -0.1282 -0.0639  0.04
H 0.2890 -1.8128 -0.0219  0.06
C 0.4414 2.6381 -0.7686  -0.03
C 3.2207 0.7726 -2.3588  -0.14
C 1.7014 2.0478 -1.3563  -0.39
C 2.9504 2.6840 -1.1508  -0.03
N 1.8608 0.9938 -2.1771  0.07
N 3.9094 1.8517 -1.8742  0.03
H 3.5095 -0.1189 -2.9182  0.11
H 4.8709 2.0426 -1.6806  0.12
H 3.3311 3.3748 -0.4080  0.10
H 0.6335 3.0282 0.1753  0.05
H -0.0845 1.6471 -0.6482  0.07
H -0.0873 3.2694 -1.5089  0.09

Cartesian forces (eV/Å) of the 2 atoms listed first:
C 1.354 1.437 2.914
C 0.958 0.998 1.240

Values from the calculation:
Total charge: 0
SMILES: CCN(C)C(C)=O.Cc1c[nH]cn1
Orbital gap, eV: 9.3
LUMO energy, eV: 0.802
E_HOMO, eV: -8.4906

***

No. 5
The following is a quantum chemistry calculation of C9H17N3O4 as an isolated structure in a non-equilibrium geometry, from the OMol25 dataset.

Last column: Löwdin charge in e.
Geometry (Å):
C -0.7910 2.2535 0.7511  -0.33
C -0.9624 1.0032 -0.2705  -0.48
C -0.7945 1.5719 2.1286  -0.20
C 0.4121 1.0856 2.6067  -0.58
C -0.0796 -0.9973 -1.1647  -0.20
C -0.9606 -2.1413 -0.5479  -0.37
C 1.3033 -1.5439 -1.5353  -0.50
C 2.3341 -0.4436 -1.9062  -0.07
C 1.1653 -2.6144 -2.4955  -0.07
H -2.9331 2.6392 1.5584  0.21
H -2.3910 3.4306 -0.3124  0.20
H 0.2419 2.7434 0.5488  0.18
H -1.1640 2.3897 2.8650  0.16
H -1.6493 0.8566 2.1870  0.16
H 0.7835 0.1470 4.5794  0.23
H -0.8129 0.7736 4.0568  0.17
H 0.8674 0.1619 0.4507  0.09
H -0.4711 -0.7220 -2.1563  0.15
H 1.7696 -1.8937 -0.6461  0.12
H 3.3513 -1.0784 -1.9435  0.12
H 2.0879 -0.1151 -2.9502  0.06
H 2.2877 0.7053 -1.3719  0.14
H 0.6961 -3.5278 -2.1258  0.10
H 2.2385 -2.7346 -2.7928  0.09
H 0.7424 -2.0520 -3.4150  0.13
H -2.2427 -0.7297 -0.8485  0.18
N -1.9206 3.1928 0.8975  -0.07
N 0.2798 1.0246 3.9103  0.10
N 0.0286 0.0992 -0.1415  0.14
O -1.9442 0.8856 -0.8955  0.09
O 1.3604 0.6326 1.8944  0.02
O -0.4929 -3.0892 0.0955  0.08
O -2.3403 -1.9137 -1.0106  -0.05

Cartesian forces (eV/Å) of the 2 atoms listed first:
C -0.121 -1.213 -0.105
C 4.748 2.652 5.036

Values from the calculation:
Total charge: 0
Orbital gap, eV: 9.6
LUMO energy, eV: -0.085
E_HOMO, eV: -9.6675

***

No. 6
The following is a quantum chemistry calculation of a 2-piece molecular cluster, C9H17N6 overall in a non-equilibrium geometry, from the OMol25 dataset.

Last column: Löwdin charge in e.
Geometry (Å):
C -0.7013 -1.9559 0.0711  0.10
C -0.2887 -2.7300 -1.1149  -0.33
C 0.4904 -1.3593 0.4521  -0.21
C -1.2548 2.5658 -0.2007  -0.34
C 2.7802 -1.4596 -0.5799  -0.08
C -1.0092 -3.7537 -1.8488  -0.02
C 0.7676 -0.3705 1.6315  0.00
C -1.7431 3.5667 1.9904  -0.13
C -0.6503 3.3629 0.9845  -0.17
N 0.9532 -2.5866 -1.4033  0.14
N 0.8263 1.6361 -0.6440  0.09
N 1.4823 -1.7238 -0.4295  -0.04
N -2.4622 2.3827 -0.6198  0.17
N 3.5129 -1.9294 -1.5151  0.20
N -0.3193 1.7816 -0.9605  -0.14
H -1.6695 -1.9107 0.4963  0.11
H -1.6956 -3.3016 -2.6662  0.14
H -0.3807 -4.4812 -2.3007  0.08
H -1.6681 -4.1800 -1.1550  0.07
H 0.6260 0.6421 1.3157  0.01
H -0.0595 -0.5406 2.3888  0.11
H 1.6818 -0.6116 2.1735  0.08
H -2.6328 4.0152 1.5877  0.06
H -1.3100 4.1392 2.8683  0.11
H -2.1410 2.7509 2.5687  0.07
H -0.3865 4.3539 0.7408  0.10
H 0.2437 2.8386 1.3418  0.09
H -3.1544 2.7854 0.0642  0.08
H 3.3169 -0.8073 0.1630  0.19
H 4.5119 -1.7902 -1.4509  0.14
H 3.1865 -2.6832 -2.2415  0.20
H -0.8528 1.3542 -1.7074  0.13

Cartesian forces (eV/Å) of the 2 atoms listed first:
C 3.377 0.045 -1.274
C -0.017 0.339 0.875

Values from the calculation:
Total charge: +1
Orbital gap, eV: 7.3
LUMO energy, eV: -4.064
E_HOMO, eV: -11.3309

***

No. 7
The following is a quantum chemistry calculation of C9H17NO2P as an isolated structure in a non-equilibrium geometry, from the OMol25 dataset.

Last column: Löwdin charge in e.
Geometry (Å):
C -0.5264 -0.1161 -0.1231  -0.07
C 2.1903 1.8456 0.3496  -0.21
C -2.5457 0.7322 -0.3198  -0.40
C -3.6148 1.7357 -0.4799  0.01
C -1.2754 -2.5992 0.1937  0.02
C 1.6196 2.4880 1.3492  0.01
C 1.4512 -0.1025 -1.9504  -0.14
C 1.6817 -1.0032 1.3010  -0.16
C -1.4253 -1.1421 -0.0249  -0.19
N -2.6862 -0.5769 -0.1533  0.15
O -1.2740 1.0238 -0.3052  0.05
O 3.3917 -0.2789 -0.4970  -0.26
P 1.8245 0.1104 -0.1636  0.80
H -3.6098 2.4269 0.3632  0.09
H -3.4483 2.3241 -1.3813  0.09
H -4.5865 1.2539 -0.5383  0.09
H -1.9805 -3.1520 -0.4240  0.10
H -1.4703 -2.8515 1.2371  0.11
H -0.2692 -2.9178 -0.0546  0.08
H 0.8191 2.0547 1.9243  0.06
H 1.9381 3.4784 1.6308  0.07
H 2.9846 2.2598 -0.2566  0.09
H 1.3126 -1.1693 -2.1212  0.07
H 2.3120 0.2348 -2.5224  0.07
H 0.5566 0.4360 -2.2375  0.05
H 2.5575 -0.8616 1.9329  0.06
H 1.6787 -2.0285 0.9388  0.06
H 0.7787 -0.8104 1.8650  0.05
H -3.5576 -1.0866 -0.1273  0.18
H 4.0327 -0.2804 0.2165  0.08

Cartesian forces (eV/Å) of the 2 atoms listed first:
C 2.073 2.686 0.174
C -1.089 -1.009 -0.517

Values from the calculation:
Total charge: +1
Orbital gap (spin up / spin down), eV: 6.3 / 7.1
<S²>: 2.01
LUMO energy (spin up / spin down), eV: -2.365 / -6.183
Multiplicity: 3
E_HOMO (spin up / spin down), eV: -8.6321 / -13.3323

***

No. 8
The following is a quantum chemistry calculation of an isolated molecule of C9H17NO2S in a non-equilibrium geometry, from the OMol25 dataset.

Last column: Löwdin charge in e.
Geometry (Å):
O 2.8009 0.2020 -2.5023  -0.35
O 1.3103 -1.8739 -2.1610  -0.33
N 1.0970 0.1757 -0.4845  -0.20
C 1.7353 0.2783 0.8278  -0.27
C -2.9698 0.5556 0.5418  -0.22
C -2.6896 -0.8488 -0.1390  -0.15
C -2.2592 1.7220 -0.0517  -0.24
C -1.1096 -1.0484 -0.0987  -0.13
C -0.8362 1.5012 0.1068  -0.19
C 3.0999 -0.1331 0.8784  -0.21
C -0.3424 0.2409 -0.5764  -0.33
C 3.1351 -1.3190 -0.1112  -0.16
S 2.1046 -0.7909 -1.5709  0.80
H 1.1406 -0.4713 1.2823  0.10
H 1.5514 1.2397 1.2800  0.13
H -4.0890 0.7332 0.4828  0.12
H -2.8736 0.4309 1.6378  0.11
H -3.1876 -1.6688 0.4151  0.10
H -3.0560 -0.7712 -1.2129  0.12
H -2.5938 1.8604 -1.0680  0.12
H -2.5204 2.5938 0.4607  0.10
H -0.7782 -1.9081 -0.7148  0.10
H -0.8320 -1.2878 0.9254  0.10
H -0.6469 1.3536 1.1786  0.12
H -0.2612 2.3848 -0.1889  0.13
H 3.7415 0.6856 0.5985  0.12
H 3.2350 -0.4631 1.9127  0.13
H -0.5769 0.3557 -1.6417  0.16
H 4.0678 -1.5193 -0.4445  0.05
H 2.6032 -2.2096 0.4377  0.16

Cartesian forces (eV/Å) of the 2 atoms listed first:
O -1.535 -3.470 2.926
O 1.309 1.240 0.747

Values from the calculation:
Total charge: 0
SMILES: O=S1(=O)CCCN1C1CCCCC1
Orbital gap, eV: 9.5
LUMO energy, eV: 0.678
E_HOMO, eV: -8.7975